Below is one molecule with the formula C2H5N in a non-equilibrium geometry, with properties calculated with ωB97M-V/def2-TZVPD.

Bonds (Å) are listed after each position.
Positions of all 8 atoms, in Å:
1 C 0.5418 -0.5181 -0.1288  C2 1.453, N3 1.446, H4 1.026, H5 1.083
2 C -0.7831 0.0784 -0.1271  C1 1.453, N3 1.521, H6 1.112, H7 1.081
3 N 0.4775 0.9232 -0.2305  C1 1.446, C2 1.521, H8 0.973
4 H 1.0675 -0.8124 -0.9595  C1 1.026
5 H 0.8055 -0.8599 0.8648  C1 1.083
6 H -1.2522 -0.0711 0.8695  C2 1.112
7 H -1.4493 0.0380 -0.9772  C2 1.081
8 H 0.5925 1.2219 0.6888  N3 0.973

Computed properties:
- Frontier orbital gap: 11.5 eV
- HOMO: -0.3754 Ha
- Energy above the lowest of the compared OMol25 structures with the same formula, charge and spin: 27.7 kcal per mole
- Lowest unoccupied orbital energy: 1.28 eV
- SMILES string: C1CN1